No. 1
{"formula": "C15H27BClFN4O5S2", "method": "ωB97M-V/def2-TZVPD", "smiles": "CCCCN[C@@H]1[C@@](Cl)(N=C=S)[C@H](B(N)O)S(=O)(=O)O[C@@]1(C[C@H](C)F)N(C)C(C)=O", "homo_ev": -8.9, "lumo_energy_ev": -0.144, "total_energy_ev": -69778.5636, "orbital_gap_ev": 8.76, "elements": ["C", "C", "C", "C", "N", "C", "C", "Cl", "N", "C", "S", "C", "B", "N", "O", "S", "O", "O", "O", "C", "C", "C", "C", "F", "N", "C", "C", "C", "O", "H", "H", "H", "H", "H", "H", "H", "H", "H", "H", "H", "H", "H", "H", "H", "H", "H", "H", "H", "H", "H", "H", "H", "H", "H", "H", "H"], "xyz": [[4.6359, 1.2654, 0.2706], [4.5771, -0.0959, -0.4213], [3.2739, -0.3509, -1.1599], [2.0543, -0.2683, -0.2432], [0.9199, -0.9638, -0.8211], [-0.4307, -0.5560, -0.5861], [-0.8679, 0.6476, -1.4792], [0.1315, 0.5865, -3.0189], [-2.2429, 0.4478, -1.8749], [-2.7354, 0.8377, -2.8994], [-3.4636, 1.3787, -4.1498], [-0.7000, 2.0746, -0.8812], [0.4053, 2.9128, -1.7116], [-0.1330, 3.7978, -2.7652], [1.7354, 2.8087, -1.4400], [-0.4464, 2.2229, 0.8856], [0.7561, 2.9675, 1.0956], [-1.6438, 2.7709, 1.4438], [-0.1600, 0.7803, 1.4783], [-0.8075, -0.3908, 0.8960], [-0.2297, -1.5349, 1.7618], [-0.1498, -2.9572, 1.1966], [-0.6505, -3.9944, 2.1958], [1.2046, -3.2674, 0.9609], [-2.2498, -0.1515, 1.0828], [-2.6349, 0.1777, 2.4713], [-3.1142, -1.1930, 0.5969], [-4.3676, -0.7535, -0.0966], [-2.8915, -2.3545, 0.8138], [4.6365, 2.0697, -0.4618], [3.8004, 1.4063, 0.9531], [5.5471, 1.3426, 0.8611], [4.8027, -0.8902, 0.2899], [5.3819, -0.1154, -1.1600], [3.1504, 0.3503, -1.9858], [3.2954, -1.3593, -1.5784], [1.8384, 0.7731, -0.0310], [2.3578, -0.7263, 0.7072], [1.0405, -1.9575, -0.8807], [-1.0546, -1.3771, -0.9368], [-1.6444, 2.5865, -1.0304], [0.3477, 4.6918, -2.7261], [0.0626, 3.4109, -3.6826], [2.2379, 2.9185, -2.2543], [-0.7591, -1.5741, 2.7071], [0.7915, -1.2418, 1.9921], [-0.7135, -3.0962, 0.2790], [0.1332, -4.1248, 2.9419], [-0.7530, -4.9532, 1.6933], [-1.5822, -3.6910, 2.6538], [-2.9888, 1.2002, 2.5434], [-3.4467, -0.4726, 2.7974], [-1.8222, 0.0413, 3.1761], [-5.1947, -0.9666, 0.5818], [-4.4930, -1.3006, -1.0233], [-4.3538, 0.3137, -0.2730]], "atomic_forces_ev_per_a": [[0.05, -0.32, 0.14], [0.34, 0.51, -0.35], [-0.28, -0.27, 0.25], [0.56, -0.38, 0.11], [-0.15, 0.54, 0.03], [0.24, -0.32, -0.25], [0.15, 0.10, 0.18], [-0.08, -0.08, -0.03], [0.54, -0.15, 0.29], [-0.44, 0.25, 0.11], [-0.28, 0.05, -0.50], [0.22, -0.43, 0.08], [-0.08, 0.20, -0.31], [0.40, -0.15, 0.19], [-0.17, -0.46, -0.03], [-0.03, 1.19, 0.12], [0.09, -0.34, 0.14], [-0.17, -0.28, 0.01], [0.07, -0.24, -0.59], [-0.51, -0.19, 1.02], [0.43, -0.02, -0.36], [-0.54, -0.16, 0.76], [0.71, -0.02, -0.30], [-0.08, 0.00, -0.35], [0.39, -0.11, -0.42], [-0.66, 0.15, 0.04], [-0.07, 0.19, 0.13], [-0.09, 0.48, 0.53], [0.29, -0.40, -0.29], [-0.11, 0.13, -0.01], [-0.09, 0.12, 0.01], [0.09, 0.09, 0.00], [-0.21, -0.12, 0.09], [0.11, -0.16, 0.01], [0.03, 0.02, -0.11], [0.04, -0.02, -0.17], [-0.24, 0.06, -0.10], [-0.09, 0.06, 0.17], [0.06, -0.10, 0.11], [-0.06, -0.02, -0.11], [-0.10, 0.06, 0.10], [0.00, 0.07, -0.12], [-0.29, 0.04, -0.13], [0.17, 0.39, 0.13], [-0.13, 0.13, 0.05], [0.09, -0.05, 0.10], [0.28, 0.16, -0.28], [-0.12, 0.10, 0.26], [-0.20, -0.08, 0.02], [-0.16, -0.04, 0.00], [0.13, 0.14, -0.05], [0.00, -0.12, 0.03], [0.16, 0.03, -0.05], [-0.14, -0.20, -0.13], [-0.07, -0.13, -0.05], [0.00, 0.11, -0.16]]}

No. 2
{"formula": "C15H27Br12Cl2NO3", "method": "ωB97M-V/def2-TZVPD", "homo_ev": -8.3, "lumo_energy_ev": 0.042, "total_energy_ev": -889177.0350, "orbital_gap_ev": 8.30, "elements": ["O", "C", "Cl", "C", "N", "Cl", "C", "O", "O", "H", "H", "H", "Br", "C", "C", "Br", "H", "H", "H", "H", "Br", "C", "C", "Br", "H", "H", "H", "H", "Br", "C", "C", "Br", "H", "H", "H", "H", "Br", "C", "C", "Br", "H", "H", "H", "H", "Br", "C", "C", "Br", "H", "H", "H", "H", "Br", "C", "C", "Br", "H", "H", "H", "H"], "xyz": [[-1.4294, -3.6455, 1.5256], [-1.9007, -2.5295, 1.4363], [-1.3067, -1.4148, 0.2266], [-3.0060, -2.1747, 2.4032], [-4.0581, -1.3306, 1.8157], [-4.9119, -0.6302, 3.1754], [-5.0637, -2.0898, 1.1171], [-6.0382, -1.5413, 0.7206], [-4.9224, -3.4369, 0.9451], [-3.3740, -3.1191, 2.8158], [-2.5582, -1.6345, 3.2505], [-5.4999, -3.8330, 1.6174], [0.4931, -0.1034, -2.4032], [0.6041, 1.6583, -1.5850], [1.8834, 1.8252, -0.8125], [1.8153, 0.8837, 0.8923], [-0.2831, 1.7774, -0.9707], [0.5655, 2.3612, -2.4147], [2.0404, 2.8702, -0.5534], [2.7525, 1.4546, -1.3434], [3.8182, 3.4179, -3.4791], [3.9165, 5.1757, -2.6486], [5.1920, 5.3450, -1.8724], [5.1196, 4.3901, -0.1757], [3.0285, 5.2858, -2.0341], [3.8737, 5.8832, -3.4739], [5.3424, 6.3884, -1.6056], [6.0646, 4.9830, -2.4026], [6.8246, 7.2444, -4.2507], [6.9102, 8.9960, -3.4067], [8.1831, 9.1645, -2.6239], [8.1093, 8.1933, -0.9395], [6.0199, 9.0964, -2.7943], [6.8653, 9.7100, -4.2261], [8.3258, 10.2070, -2.3478], [9.0592, 8.8100, -3.1567], [0.4507, -3.1312, 2.1529], [1.2792, -3.1114, 3.9607], [2.6498, -2.4744, 3.9724], [3.9953, -3.6722, 3.2396], [1.2910, -4.1409, 4.3051], [0.5881, -2.5320, 4.5701], [2.9765, -2.2721, 4.9926], [2.6954, -1.5566, 3.3945], [-4.6203, -6.2208, 4.9684], [-6.0141, -7.3665, 4.2394], [-6.3163, -7.0188, 2.8075], [-7.3844, -5.3953, 2.6805], [-6.8763, -7.2691, 4.8908], [-5.6199, -8.3777, 4.3107], [-6.9221, -7.7943, 2.3441], [-5.4234, -6.8575, 2.2121], [-4.5782, -0.2824, -3.4870], [-3.4360, -1.7195, -4.1308], [-3.8094, -3.0400, -3.5116], [-3.1754, -3.1613, -1.6783], [-2.4119, -1.4270, -3.9193], [-3.5892, -1.7455, -5.2077], [-3.3233, -3.8589, -4.0381], [-4.8806, -3.2128, -3.4899]], "atomic_forces_ev_per_a": [[-5.04, 0.56, -2.69], [-1.74, -1.84, -0.85], [-0.36, 0.18, 0.78], [0.47, 0.64, 0.13], [0.14, -1.34, 0.80], [0.09, 0.39, -0.17], [-1.19, 0.36, -0.55], [-0.29, 0.47, -0.25], [1.07, 0.29, 0.74], [-0.01, 0.12, -0.21], [0.05, 0.08, -0.34], [-0.19, -0.35, -0.15], [-0.03, -0.01, -0.03], [0.01, -0.03, -0.26], [-0.05, 0.07, 0.31], [0.02, -0.06, -0.05], [0.04, -0.01, 0.06], [0.07, 0.02, 0.02], [0.00, 0.01, -0.04], [-0.02, -0.01, -0.03], [-0.08, -0.01, 0.01], [0.02, -0.04, -0.28], [-0.09, 0.04, 0.38], [0.01, -0.06, -0.04], [0.04, 0.00, 0.06], [0.07, 0.02, 0.02], [0.00, 0.01, -0.03], [-0.02, -0.02, -0.03], [-0.04, 0.04, -0.06], [0.04, -0.05, -0.29], [-0.04, 0.08, 0.32], [0.03, -0.06, -0.06], [0.04, 0.01, 0.06], [0.04, 0.02, 0.01], [-0.04, 0.01, -0.04], [-0.04, -0.03, -0.05], [6.44, 0.29, 3.92], [0.57, 0.41, -0.81], [0.07, -0.18, 0.39], [-0.01, 0.05, -0.07], [0.05, 0.00, -0.04], [0.01, 0.04, -0.04], [-0.01, 0.00, -0.02], [-0.06, -0.03, -0.04], [-0.07, 0.04, 0.02], [0.30, -0.02, 0.07], [-0.24, -0.02, -0.06], [0.12, 0.11, -0.05], [-0.04, 0.02, -0.05], [-0.01, -0.01, -0.06], [-0.01, -0.01, 0.04], [0.04, -0.01, 0.05], [0.09, 0.01, 0.05], [-0.21, 0.13, -0.14], [0.19, -0.15, 0.12], [-0.21, -0.22, -0.43], [0.00, -0.05, 0.06], [-0.01, -0.05, 0.01], [0.02, 0.04, -0.04], [-0.01, 0.08, -0.04]]}

No. 3
{"formula": "C15H27FN2O9P2", "method": "ωB97M-V/def2-TZVPD", "smiles": "O=C1NC[C@H](c2cccnc2)[C@@H]1F.COP(=O)(OC)OC.COP(=O)(OC)OC", "homo_ev": -9.5, "lumo_energy_ev": -0.307, "total_energy_ev": -58696.3339, "orbital_gap_ev": 9.16, "de_lowest_kcal_mol": 0.0, "elements": ["O", "C", "N", "C", "C", "C", "C", "C", "C", "N", "C", "C", "F", "H", "H", "H", "H", "H", "H", "H", "H", "H", "C", "O", "P", "O", "O", "C", "O", "C", "H", "H", "H", "H", "H", "H", "H", "H", "H", "C", "O", "P", "O", "O", "C", "O", "C", "H", "H", "H", "H", "H", "H", "H", "H", "H"], "xyz": [[-0.0255, 0.5045, 4.2234], [-0.0492, -0.4013, 3.4483], [-1.1962, -0.7260, 2.6879], [-0.8644, -1.9266, 1.9171], [0.6525, -1.8215, 1.7087], [1.2546, -3.0556, 1.0767], [0.7260, -4.3298, 1.2395], [1.3416, -5.3829, 0.5785], [2.4402, -5.1077, -0.2125], [2.9912, -3.9110, -0.3768], [2.3763, -2.9280, 0.2674], [1.1102, -1.3868, 3.1004], [1.0450, -2.4337, 3.9845], [-1.4326, 0.0849, 2.1283], [-1.4126, -1.9783, 0.9779], [-1.1551, -2.7999, 2.4970], [0.7837, -1.0333, 0.9614], [-0.1493, -4.5022, 1.8471], [0.9459, -6.3833, 0.6676], [2.8964, -5.9354, -0.7462], [2.7855, -1.9273, 0.1387], [2.0639, -0.8739, 3.0016], [-3.6250, 2.4410, 2.0170], [-3.1437, 2.3794, 0.6636], [-4.0927, 2.9198, -0.5623], [-5.2412, 1.9711, -0.5758], [-2.9433, 2.5792, -1.6265], [-2.7133, 1.1902, -1.8672], [-4.5972, 4.1854, -1.4485], [-5.8387, 4.7992, -1.0615], [-2.7570, 2.3796, 2.6707], [-4.1645, 3.3622, 2.2305], [-4.2783, 1.5890, 2.2029], [-3.6066, 0.5997, -1.6648], [-1.8916, 0.8343, -1.2435], [-2.4391, 1.0681, -2.9126], [-5.9598, 4.8256, 0.0196], [-6.6635, 4.2480, -1.5082], [-5.8397, 5.8176, -1.4439], [4.0862, 2.4499, -3.0344], [3.3729, 2.1113, -1.8296], [3.1112, 0.5168, -1.5413], [2.1580, 0.1326, -2.6209], [2.4289, 0.8123, -0.1215], [1.1528, 1.4442, -0.0976], [3.6778, -0.9077, -0.9896], [4.2468, -1.8091, -1.9583], [4.4727, 3.4598, -2.9211], [4.9213, 1.7726, -3.2069], [3.4053, 2.4171, -3.8839], [0.5993, 1.2705, -1.0206], [1.2713, 2.5163, 0.0589], [0.5901, 1.0289, 0.7383], [4.8057, -1.2787, -2.7268], [3.4490, -2.3875, -2.4191], [4.9179, -2.4835, -1.4314]], "atomic_forces_ev_per_a": [[0.46, 0.60, 0.38], [-0.35, -0.25, -0.06], [0.86, -0.16, -0.03], [-0.29, 0.26, -0.41], [-0.65, -1.29, -0.57], [-0.02, -0.33, 0.46], [0.18, 0.05, -0.10], [-0.32, 0.39, 0.17], [0.24, -0.96, -0.25], [-0.47, -0.25, 0.29], [0.00, 0.79, 0.40], [-1.02, 0.87, -1.42], [0.55, -0.14, 0.14], [-0.52, -0.05, 0.06], [-0.01, 0.13, -0.03], [0.10, -0.01, 0.10], [0.30, 0.29, 0.49], [-0.02, -0.06, 0.08], [0.10, -0.10, -0.07], [0.14, 0.07, -0.05], [-0.26, -0.59, 0.30], [0.28, -0.24, 0.90], [-0.04, -0.39, 0.19], [-0.52, 2.76, 0.52], [-0.25, -4.59, -3.57], [-0.08, 0.94, 0.92], [-0.19, 0.22, -0.31], [0.28, -0.21, 0.00], [1.01, 0.87, 2.35], [-0.21, 0.16, -0.09], [0.00, 0.05, -0.02], [0.03, 0.03, -0.03], [-0.06, 0.04, -0.03], [-0.02, 0.06, 0.03], [0.00, 0.00, 0.02], [0.02, 0.13, 0.00], [-0.08, 0.01, 0.00], [0.04, -0.11, 0.08], [0.14, -0.03, 0.00], [-0.16, 0.20, -0.22], [2.53, -1.37, 0.30], [-5.74, -0.26, 0.33], [1.11, 0.01, -0.20], [0.09, -0.38, 0.30], [-0.09, 0.45, 0.01], [2.56, 2.50, -1.05], [0.34, -0.33, -0.39], [-0.03, -0.02, 0.11], [0.03, 0.03, -0.04], [-0.01, -0.10, 0.02], [0.08, -0.04, -0.05], [-0.01, 0.00, -0.02], [0.07, 0.04, 0.02], [-0.02, 0.08, -0.03], [0.04, 0.14, 0.02], [-0.13, 0.11, 0.05]]}

No. 4
{"formula": "C15H27IrN6OS2", "method": "ωB97M-V/def2-TZVPD", "homo_ev": [-14.0, -14.2], "total_charge": 2, "lumo_energy_ev": [-6.493, -8.724], "total_energy_ev": -51474.5889, "spin_multiplicity": 5, "orbital_gap_ev": [7.49, 5.51], "elements": ["Ir", "C", "S", "C", "S", "N", "N", "C", "C", "C", "C", "C", "C", "N", "H", "H", "H", "H", "H", "H", "H", "H", "N", "C", "C", "C", "N", "H", "H", "H", "H", "H", "H", "H", "H", "H", "H", "C", "N", "C", "C", "C", "O", "H", "H", "H", "H", "H", "H", "H", "H", "H"], "xyz": [[-0.4642, 0.1529, -0.0606], [3.7442, -3.5858, 1.2463], [2.4081, -3.6858, 0.0342], [1.8736, -2.0523, -0.0567], [0.6039, -1.7574, -1.2352], [2.3805, -1.0982, 0.6488], [1.7802, 0.0867, 0.4929], [2.4406, 1.1749, 0.4261], [1.7199, 2.4069, 0.1517], [2.3762, 3.6295, 0.1500], [1.6699, 4.7756, -0.1813], [0.3277, 4.6562, -0.5014], [-0.2583, 3.3998, -0.4733], [0.4130, 2.2960, -0.1600], [4.3228, -4.4981, 1.1233], [3.3306, -3.5432, 2.2501], [4.3613, -2.7172, 1.0375], [3.5258, 1.1827, 0.4899], [3.4284, 3.6719, 0.3987], [2.1644, 5.7372, -0.1941], [-0.2577, 5.5210, -0.7793], [-1.3045, 3.2802, -0.7206], [-0.5382, -0.0511, 2.2855], [-0.5881, -1.3763, 2.9314], [-1.8389, -2.1535, 2.5496], [-1.8620, -2.6693, 1.1177], [-2.0835, -1.5876, 0.1362], [0.2366, 0.4875, 2.6559], [-1.3974, 0.4608, 2.4725], [-0.5730, -1.2611, 4.0181], [0.3079, -1.9330, 2.6502], [-2.7253, -1.5335, 2.7276], [-1.9163, -3.0109, 3.2175], [-2.6511, -3.4199, 1.0340], [-0.9173, -3.1606, 0.8779], [-2.9801, -1.1435, 0.3165], [-2.1315, -1.9951, -0.7917], [-3.9765, 2.8601, 1.8889], [-4.2207, 2.6544, 0.4605], [-5.3688, 3.2998, -0.1746], [-3.4136, 1.8320, -0.1969], [-3.6650, 1.5782, -1.6536], [-2.4694, 1.2609, 0.4165], [-4.6847, 3.5829, 2.2782], [-2.9629, 3.2273, 2.0477], [-4.0929, 1.9251, 2.4380], [-5.7667, 4.0521, 0.4975], [-6.1630, 2.5838, -0.3915], [-5.0843, 3.7924, -1.1026], [-3.7440, 2.5018, -2.2257], [-4.6067, 1.0383, -1.7725], [-2.8545, 0.9781, -2.0611]], "atomic_forces_ev_per_a": [[0.63, -1.05, -0.25], [-0.15, 0.02, -0.03], [0.04, -0.01, -0.11], [0.08, 0.13, 0.11], [-0.60, 0.94, 0.40], [0.82, -0.60, 0.39], [-0.93, 0.57, -0.39], [0.29, -0.37, 0.05], [-0.08, 0.43, -0.08], [0.00, -0.17, 0.02], [-0.08, -0.03, 0.00], [0.12, 0.04, 0.02], [-0.13, 0.12, -0.06], [-0.13, -0.33, 0.11], [-0.01, -0.01, -0.01], [0.07, 0.06, 0.02], [0.03, -0.01, 0.02], [-0.02, -0.05, 0.09], [-0.01, 0.00, -0.01], [-0.02, 0.01, -0.01], [-0.03, -0.03, 0.01], [0.04, -0.03, 0.01], [-0.07, 0.08, -0.47], [-0.11, -0.25, 0.14], [0.14, 0.13, -0.24], [0.01, -0.15, 0.28], [-0.02, 0.28, 0.01], [0.00, 0.08, 0.04], [0.03, 0.09, 0.11], [0.06, 0.08, -0.03], [0.01, 0.05, -0.04], [-0.03, -0.05, 0.09], [-0.03, 0.00, 0.02], [0.00, 0.03, -0.12], [0.00, 0.02, -0.03], [0.00, 0.02, 0.00], [-0.10, -0.01, -0.04], [0.05, -0.06, 0.09], [0.27, -0.12, 0.04], [-0.19, 0.00, -0.16], [-0.25, 0.17, -0.03], [0.06, -0.05, 0.03], [0.21, -0.03, 0.05], [-0.02, 0.02, -0.05], [-0.02, 0.02, 0.00], [-0.03, 0.01, -0.02], [0.03, 0.01, 0.02], [0.04, -0.02, 0.04], [0.03, 0.01, 0.04], [-0.01, 0.00, 0.01], [0.00, 0.02, -0.06], [-0.01, -0.03, -0.02]]}